No. 1
41
Properties=species:S:1:pos:R:3:forces:R:3 method="wB97M-V/def2-TZVPD" spin_multiplicity=1 total_energy_ha=-1442.23394 molar_mass_g_mol=343.4 charge=0 smiles="CCOC(=O)[C@H](CC)Sc1ccc2nnc(-c3cccnc3)n2n1"
C 0.851 -3.691 5.486 -0.8 -0.8 1.9
C 1.227 -3.289 4.084 0.9 -2.7 0.9
O 0.095 -2.673 3.565 -0.4 1.8 -2.3
C 0.223 -2.186 2.311 -0.3 0.3 -3.3
O 1.119 -2.231 1.485 1.8 -1.0 2.7
C -0.960 -1.602 1.548 -1.7 1.4 2.4
C -2.110 -1.075 2.423 -1.7 -0.3 -1.2
C -2.122 0.375 2.837 0.7 0.2 -1.1
S -1.540 -2.840 0.380 -0.3 -0.9 0.1
C -1.221 -2.172 -1.196 0.8 0.2 -0.9
C -0.917 -3.190 -2.311 0.4 1.4 0.2
C -0.542 -2.653 -3.519 0.1 0.0 1.3
C -0.356 -1.204 -3.524 -0.7 1.9 -0.6
N 0.145 -0.413 -4.455 -0.5 0.4 -0.1
N -0.024 0.905 -4.084 -0.3 -0.8 1.3
C -0.601 0.993 -2.868 1.3 -2.8 -2.4
C -0.805 2.278 -2.188 -0.5 -0.1 0.9
C -0.890 3.489 -2.887 -0.3 0.3 0.1
C -1.282 4.650 -2.144 0.8 -2.0 -0.9
C -1.459 4.507 -0.803 -0.4 -0.9 0.8
N -1.389 3.355 -0.119 0.7 0.0 0.1
C -1.025 2.277 -0.787 -0.6 0.7 -1.3
N -0.854 -0.369 -2.497 0.8 0.4 0.0
N -1.199 -0.853 -1.276 -0.3 -1.8 -0.4
H 1.681 -4.239 6.000 -0.3 0.8 -0.4
H 0.060 -4.534 5.443 0.7 1.8 0.2
H 0.537 -2.763 6.147 0.4 -2.1 -1.4
H 2.140 -2.732 4.096 0.2 1.0 -0.3
H 1.460 -4.216 3.500 -0.2 0.7 0.2
H -0.627 -0.711 1.024 0.5 -0.4 -0.4
H -2.192 -1.575 3.369 -0.1 -1.0 0.2
H -3.011 -1.288 1.789 0.3 0.3 1.0
H -2.130 1.100 2.056 -0.1 0.3 -1.3
H -3.005 0.598 3.379 -0.6 0.1 1.0
H -1.220 0.645 3.332 0.6 0.1 1.2
H -0.800 -4.295 -2.132 -0.7 1.5 0.1
H -0.322 -3.304 -4.400 0.0 1.0 0.9
H -0.680 3.454 -3.972 -0.3 0.3 0.7
H -1.538 5.612 -2.509 0.3 0.5 -1.0
H -1.750 5.347 -0.223 -0.3 0.7 0.5
H -1.006 1.341 -0.283 0.1 -0.5 0.5

No. 2
35
Properties=species:S:1:pos:R:3:forces:R:3 method="wB97M-V/def2-TZVPD" spin_multiplicity=1 total_energy_ha=-749.78684 molar_mass_g_mol=239.3 charge=0 smiles=Cc1c[nH]c2ccccc12.Cc1ccc(O)cc1
C 1.688 2.041 1.617 -2.1 2.4 -2.0
C 0.755 0.917 1.949 2.0 -1.8 0.5
C -0.094 0.775 2.962 -3.1 0.3 2.9
N -0.572 -0.562 3.081 -0.2 3.1 1.6
C 0.038 -1.339 2.220 1.7 1.5 -2.0
C -0.171 -2.648 1.920 0.4 -0.9 -0.2
C 0.583 -3.115 0.890 2.1 -0.3 -2.1
C 1.568 -2.372 0.105 -2.0 0.6 3.1
C 1.775 -1.024 0.484 -0.3 -0.2 -1.3
C 0.956 -0.486 1.488 -0.5 -0.1 -0.2
H 1.759 1.936 0.479 0.5 0.7 1.4
H 2.684 2.019 2.062 -0.2 -0.2 0.1
H 1.169 3.147 1.815 1.4 -2.9 -0.4
H -0.553 1.479 3.755 1.1 -0.9 -1.7
H -1.380 -0.781 3.607 -0.5 -0.3 0.4
H -0.787 -3.313 2.505 -0.3 0.1 0.0
H 0.540 -4.157 0.621 -0.3 -0.3 0.0
H 2.076 -2.984 -0.600 0.6 0.3 -0.7
H 2.413 -0.313 -0.095 -0.3 -0.9 0.5
C -3.125 -0.211 -1.353 -2.1 -1.8 -2.1
C -1.796 0.339 -1.530 3.4 -0.9 -1.9
C -1.365 1.604 -1.240 -3.4 2.9 2.1
C -0.075 2.065 -1.397 0.9 0.0 -2.7
C 0.691 1.340 -2.276 0.3 -2.6 0.1
O 2.016 1.653 -2.387 1.4 1.0 -0.6
C 0.337 0.020 -2.833 -0.2 2.1 2.5
C -0.845 -0.516 -2.360 -1.9 1.7 0.3
H -3.253 -1.085 -0.719 0.9 -0.5 0.0
H -3.406 -0.567 -2.428 -0.2 0.5 1.9
H -3.941 0.353 -0.944 0.0 1.3 -0.2
H -2.133 2.494 -0.867 1.7 -2.8 -0.5
H 0.301 3.076 -1.235 -0.4 -0.3 0.6
H 2.284 2.078 -3.222 -0.5 -0.3 0.4
H 1.197 -0.437 -3.318 -0.7 -0.4 -0.3
H -1.332 -1.423 -2.756 0.8 0.1 0.4

No. 3
35
Properties=species:S:1:pos:R:3:forces:R:3 method="wB97M-V/def2-TZVPD" spin_multiplicity=1 total_energy_ha=-749.89770 molar_mass_g_mol=239.3 charge=0 smiles=Cc1c[nH]c2ccccc12.Cc1ccc(O)cc1
C 0.572 -2.709 -0.245 -0.2 0.2 -0.2
C 0.244 -1.809 0.903 -0.1 -0.1 0.2
C 0.302 -0.450 0.933 0.1 -0.5 -0.2
N -0.176 0.022 2.136 0.3 0.3 -0.4
C -0.573 -1.036 2.914 0.1 -0.3 -0.4
C -1.128 -1.076 4.184 0.0 0.3 0.3
C -1.428 -2.307 4.727 0.1 0.0 -0.3
C -1.175 -3.480 4.002 0.0 -0.2 0.1
C -0.624 -3.455 2.733 -0.2 0.2 0.4
C -0.317 -2.211 2.166 0.0 0.0 0.1
H 0.388 -2.167 -1.175 0.1 -0.1 -0.1
H -0.095 -3.572 -0.229 0.0 0.0 -0.1
H 1.597 -3.077 -0.279 0.1 0.0 0.2
H 0.662 0.192 0.144 -0.1 0.2 0.2
H -0.256 1.003 2.316 -0.2 0.0 0.3
H -1.276 -0.158 4.738 -0.1 0.0 0.1
H -1.854 -2.390 5.718 0.0 0.1 0.0
H -1.414 -4.419 4.489 0.0 -0.1 -0.2
H -0.446 -4.384 2.209 0.1 0.0 -0.1
C 1.109 1.906 -4.994 -0.4 0.1 0.0
C 0.663 2.152 -3.576 0.4 0.0 0.2
C 1.596 2.469 -2.587 -0.2 0.0 -0.1
C 1.211 2.704 -1.276 0.0 -0.2 -0.5
C -0.139 2.635 -0.947 0.6 0.2 0.5
O -0.558 2.873 0.335 -0.2 0.0 0.5
C -1.085 2.321 -1.903 0.0 0.0 -0.1
C -0.672 2.082 -3.206 0.0 0.0 -0.2
H 1.819 2.667 -5.315 0.1 0.0 -0.1
H 0.240 1.946 -5.653 0.1 0.1 -0.1
H 1.558 0.924 -5.143 0.1 0.0 0.2
H 2.642 2.550 -2.858 0.0 0.0 0.0
H 1.984 2.915 -0.547 -0.2 0.1 0.2
H 0.165 3.188 0.898 -0.1 -0.1 -0.5
H -2.130 2.289 -1.637 -0.1 0.0 0.1
H -1.406 1.865 -3.974 -0.1 0.0 0.1

No. 4
62
Properties=species:S:1:pos:R:3:forces:R:3 method="wB97M-V/def2-TZVPD" spin_multiplicity=1 total_energy_ha=-3020.44602 molar_mass_g_mol=695.9 charge=0 smiles="O=C(O)C[C@]1(B(O)O)CC(=O)O[C@H]1B(O)O.FC(F)C(F)(F)COC(F)(F)C(F)F.FC(F)C(F)(F)COC(F)(F)C(F)F"
O 3.139 -0.807 3.828 -7.2 -2.7 -4.6
C 2.069 -1.274 3.159 4.2 2.1 2.0
O 1.250 -0.380 2.275 1.5 -3.6 1.3
C 1.660 -2.858 3.294 -0.3 0.7 0.4
C 2.005 -3.778 1.982 0.9 -0.1 -1.5
B 3.363 -4.581 2.452 2.5 -1.8 0.9
O 4.702 -3.893 2.498 -4.0 0.0 0.1
O 3.393 -6.013 2.909 1.4 3.8 0.3
C 2.495 -3.051 0.581 0.0 0.2 -2.0
C 1.690 -3.848 -0.646 -0.2 1.2 -3.9
O 1.626 -3.484 -1.929 0.2 -3.0 8.8
O 1.102 -5.070 -0.002 1.0 3.0 -0.4
C 0.730 -4.599 1.361 -0.5 2.8 -0.5
B -0.190 -5.565 2.321 -1.6 -1.8 1.4
O -1.547 -5.038 2.693 3.7 0.2 -0.3
O 0.156 -6.912 2.816 0.1 3.5 -0.1
H 0.707 -0.958 1.631 1.1 1.1 1.6
H 0.507 -2.883 3.583 2.4 -0.1 -0.7
H 2.297 -3.293 4.201 -1.6 1.3 -1.8
H 4.568 -2.898 2.447 0.3 -1.7 0.1
H 4.234 -6.106 3.483 -1.8 0.1 -1.5
H 3.617 -3.208 0.225 -2.2 0.1 1.2
H 2.358 -1.894 0.454 -0.1 -2.2 0.4
H -0.014 -3.709 1.089 1.2 -1.6 0.9
H -1.505 -4.046 2.829 -0.2 -1.7 -0.7
H 0.986 -6.916 3.377 -1.1 0.0 -1.4
F -2.084 4.943 2.948 0.3 0.3 0.4
C -0.993 5.116 3.726 -0.6 0.9 0.6
F -0.905 6.454 3.960 0.3 -0.2 -0.1
C 0.283 4.600 3.072 0.7 0.0 -0.9
F 0.584 5.303 1.946 -0.3 -0.1 0.4
F 1.325 4.827 3.935 -0.6 -0.2 0.1
C 0.284 3.100 2.743 0.8 -0.8 0.1
O -0.056 2.745 1.400 -1.9 0.6 0.0
C -1.453 2.664 1.125 1.4 -0.8 1.4
F -2.138 2.691 2.293 -0.2 -0.3 -0.9
F -1.657 1.423 0.604 -0.1 0.5 -0.3
C -1.929 3.727 0.127 -0.2 0.8 -0.7
F -1.651 4.983 0.557 0.1 -0.6 -0.2
F -3.275 3.667 -0.048 0.3 -0.4 0.2
H -1.171 4.626 4.688 0.1 -0.1 0.0
H 1.321 2.759 2.857 -0.2 0.3 -0.2
H -0.278 2.510 3.478 0.0 0.4 -0.2
H -1.448 3.592 -0.849 0.0 -0.2 0.2
F -0.122 0.744 -5.640 -0.2 -0.5 -0.2
C -1.004 -0.277 -5.713 0.9 -0.7 -0.6
F -0.766 -0.895 -6.902 -0.4 0.1 0.2
C -2.452 0.190 -5.630 -0.8 0.7 -0.5
F -2.785 0.971 -6.693 0.3 -0.3 0.3
F -3.261 -0.914 -5.718 0.6 0.1 0.3
C -2.825 0.922 -4.332 -0.9 -0.1 0.7
O -2.801 2.351 -4.382 2.0 0.2 -0.3
C -1.519 2.948 -4.187 -1.3 -1.3 1.1
F -0.656 2.006 -3.736 0.0 1.0 0.1
F -1.673 3.831 -3.164 0.2 0.1 -0.7
C -1.007 3.683 -5.432 0.3 0.4 -1.0
F -0.937 2.862 -6.510 -0.3 0.4 0.5
F 0.247 4.168 -5.233 -0.4 -0.2 0.4
H -0.772 -0.993 -4.920 -0.2 0.0 0.1
H -3.876 0.678 -4.130 0.2 0.1 -0.3
H -2.284 0.533 -3.461 0.1 0.1 -0.4
H -1.664 4.521 -5.690 -0.1 -0.1 0.3